# 1
The following is a quantum chemistry calculation of the molecule C2H4N2OS at a distorted geometry, from the OMol25 dataset.

Output
Structure (SMILES): NC(=S)NC=O
ΔE to the lowest compared entry with this formula, charge and spin, eV: 0.905
2S+1: 1
M, g/mol: 104.13
HOMO level, eV: -9.0
Maximum force, eV/Å: 3.67

Geometry as XYZ:
```
10
C2H4N2OS | the OMol25 dataset | ωB97M-V with the def2-TZVPD basis set
C 0.24 -0.40 0.57
C -0.63 0.25 -1.67
H 0.43 -2.10 -0.63
H 0.26 -2.36 1.03
H 0.63 1.31 -0.37
H -1.33 -0.59 -1.45
N 0.35 -1.69 0.27
N 0.28 0.35 -0.59
O -0.76 1.00 -2.63
S 0.25 0.38 1.96
```

natural (NBO) population analysis, charges in e, atoms 1 to 2:
1 C 0.2126
2 C 0.5367

---

# 2
The following is a quantum chemistry calculation of a structure of composition C3H2F3O4S at a distorted geometry, from the OMol25 dataset.

Output
Total charge: -1
ΔE to the lowest compared entry with this formula, charge and spin, eV: 1.642
2S+1: 1
M, g/mol: 191.11
HOMO level, eV: -5.3
Maximum force, eV/Å: 3.73

Geometry as XYZ:
```
13
C3H2F3O4S | the OMol25 dataset | ωB97M-V with the def2-TZVPD basis set
C -0.79 1.93 -0.95
C 0.72 -1.58 0.81
C -0.26 1.15 0.35
O -1.33 3.02 -0.83
O -0.61 1.18 -1.92
O -1.27 -1.28 -0.80
O 1.19 -0.74 -1.52
F -0.03 -2.71 0.81
F 0.98 1.51 0.76
F -0.92 0.97 1.50
S 0.02 -0.65 -0.68
H 1.86 -1.83 0.76
H 0.46 -0.95 1.70
```

natural (NBO) population analysis, charges in e, atoms 1 to 2:
1 C 0.6977
2 C -0.2025

---

# 3
The following is a quantum chemistry calculation of a structure of composition C6H11InO4 at a distorted geometry, from the OMol25 dataset.

Output
Total charge: +2
ΔE to the lowest compared entry with this formula, charge and spin, eV: 0.642
2S+1: 1
M, g/mol: 261.97
HOMO level, eV: -16.3
Maximum force, eV/Å: 4.95

Geometry as XYZ:
```
22
C6H11InO4 | the OMol25 dataset | ωB97M-V with the def2-TZVPD basis set
In 7.27 -12.26 -9.85
C 2.73 -13.73 -7.38
C 3.91 -12.71 -7.76
O 4.88 -13.26 -8.40
H 1.97 -13.14 -6.86
H 3.07 -14.59 -6.81
H 2.25 -14.06 -8.31
H 4.21 -12.20 -6.83
H 3.31 -11.93 -8.28
C 13.01 -9.48 -6.66
C 11.61 -8.97 -6.88
C 11.43 -8.01 -8.05
O 10.24 -8.47 -8.69
C 9.91 -9.66 -8.24
O 8.94 -10.33 -8.55
O 10.78 -10.04 -7.30
H 13.59 -8.61 -6.35
H 13.46 -9.95 -7.54
H 13.13 -10.31 -5.96
H 11.17 -8.46 -6.02
H 12.26 -8.00 -8.77
H 11.38 -6.98 -7.70
```

natural (NBO) population analysis, charges in e, atoms 1 to 2:
1 In 1.1133
2 C -0.4178